1.
Formula: C2H3N5O
Source: the Open Molecules 2025 dataset
Level of theory: ωB97M-V/def2-TZVPD

Output
**HOMO-LUMO gap**: 7.883 eV
**E_tot**: -426.779188 Eh

Element x y z (Å)
C: -0.48 0.31 0.07
C: 1.69 0.94 0.02
H: -1.95 -1.06 0.09
H: 2.42 1.67 -0.39
H: 2.93 -1.03 -0.50
N: -1.74 0.78 0.11
N: 0.46 1.36 -0.20
N: 1.99 -0.45 0.43
N: 1.00 -1.33 -0.22
N: -0.20 -0.95 -0.09
O: -2.66 -0.36 0.00


2.
Formula: C15H47N4O6Si
Source: the Open Molecules 2025 dataset
Level of theory: ωB97M-V/def2-TZVPD

Output
**Charge**: +1
**HOMO-LUMO gap**: 8.620 eV
**E_tot**: -1559.336586 Eh

Element x y z (Å)
C: -2.37 -5.76 2.36
C: -1.75 -4.39 2.56
N: -1.16 -4.30 3.91
N: -1.14 -2.96 4.38
C: -0.38 -2.04 3.79
N: -0.72 -0.72 3.87
C: -0.82 -0.07 2.52
C: 0.40 -0.37 1.65
Si: -0.04 -0.81 -0.17
C: -1.88 -0.63 -0.51
C: 0.87 0.39 -1.26
C: 0.48 -2.55 -0.63
C: 1.37 -1.39 2.29
N: 0.74 -2.42 3.14
H: -1.61 -6.52 2.17
H: -2.98 -6.06 3.21
H: -3.02 -5.74 1.49
H: -0.95 -4.25 1.83
H: -2.49 -3.60 2.40
H: -1.73 -4.82 4.56
H: -1.64 -2.75 5.23
H: -1.60 -0.61 4.36
H: -0.93 0.99 2.70
H: -1.75 -0.44 2.07
H: 0.98 0.55 1.57
H: -2.49 -1.37 0.00
H: -2.05 -0.75 -1.58
H: -2.27 0.35 -0.22
H: 0.73 1.39 -0.84
H: 1.94 0.18 -1.25
H: 0.47 0.36 -2.27
H: 1.56 -2.68 -0.59
H: 0.02 -3.34 -0.03
H: 0.18 -2.71 -1.67
H: 2.11 -0.87 2.91
H: 1.93 -1.91 1.52
H: 1.41 -2.71 3.87
C: 3.40 3.43 -0.58
O: 3.12 2.26 0.19
H: 2.79 3.37 -1.47
H: 3.15 4.34 -0.03
H: 4.45 3.47 -0.88
H: 3.66 2.29 0.99
C: -0.84 3.73 -2.16
O: -1.94 2.81 -2.21
H: -1.21 4.70 -2.49
H: -0.46 3.82 -1.14
H: -0.04 3.41 -2.84
H: -1.60 1.96 -1.91
C: -0.83 1.59 -5.48
O: -2.07 2.09 -5.03
H: -0.91 1.42 -6.55
H: -0.01 2.31 -5.32
H: -0.56 0.64 -5.00
H: -2.01 2.26 -4.08
C: -1.60 4.52 2.29
O: -1.09 3.82 1.16
H: -1.54 5.58 2.05
H: -2.65 4.27 2.48
H: -1.01 4.34 3.19
H: -1.14 2.88 1.34
C: -0.27 3.12 -9.17
O: -0.34 1.71 -8.99
H: 0.76 3.36 -9.39
H: -0.90 3.45 -10.00
H: -0.57 3.66 -8.27
H: -1.25 1.48 -8.81
C: 4.22 -2.49 4.83
O: 3.04 -3.26 4.60
H: 3.96 -1.44 4.66
H: 4.58 -2.60 5.85
H: 5.01 -2.77 4.13
H: 3.24 -4.19 4.75


3.
Formula: C7H25N7O3Si
Source: the Open Molecules 2025 dataset
Level of theory: ωB97M-V/def2-TZVPD

Output
**HOMO-LUMO gap**: 9.117 eV
**E_tot**: -1180.339468 Eh
**SMILES**: CCCCN[SiH3].NC(N)=O.NC(N)=O.NC(N)=O

Element x y z (Å)
C: -2.15 0.62 -3.15
C: -0.88 1.23 -2.57
C: 0.11 0.18 -2.08
C: 1.36 0.75 -1.41
N: 1.98 1.91 -2.07
Si: 2.78 1.69 -3.59
H: -2.85 0.34 -2.37
H: -1.91 -0.27 -3.74
H: -2.65 1.32 -3.81
H: -1.14 1.86 -1.72
H: -0.43 1.88 -3.32
H: 0.38 -0.51 -2.89
H: -0.41 -0.43 -1.33
H: 2.11 -0.03 -1.34
H: 1.11 1.01 -0.38
H: 1.37 2.72 -2.04
H: 2.05 2.38 -4.69
H: 2.83 0.25 -3.91
H: 4.15 2.25 -3.56
C: -0.81 -1.21 1.64
O: 0.25 -0.63 1.48
N: -2.01 -0.62 1.37
N: -0.87 -2.51 2.08
H: -2.89 -1.09 1.48
H: -2.00 0.33 1.04
H: 0.01 -2.95 2.27
H: -1.72 -3.02 2.21
C: -2.33 3.14 0.96
O: -2.39 2.11 0.31
N: -1.53 4.18 0.59
N: -3.06 3.33 2.10
H: -1.46 5.04 1.11
H: -0.98 4.07 -0.24
H: -3.65 2.57 2.39
H: -3.02 4.16 2.65
C: 2.32 -4.90 3.09
O: 1.72 -5.83 2.58
N: 2.79 -4.96 4.38
N: 2.58 -3.74 2.43
H: 3.29 -4.21 4.82
H: 2.61 -5.80 4.89
H: 2.26 -3.66 1.48
H: 3.06 -2.96 2.83